# 1
Density functional theory data (ωB97M-V with the def2-TZVPD basis set) for a 5-piece molecular cluster, C18H37O15P2S overall at a distorted geometry.

Each line ends with the Löwdin charge.
Element x y z (Å)
C: 5.82738 1.43706 4.10837  0.119
C: 5.88330 2.74900 3.91022  -0.376
S: 5.60467 4.51828 3.35471  0.701
P: 3.67843 5.04992 4.13906  0.594
P: 2.31257 3.34795 4.18637  0.423
O: 2.44934 2.67835 5.59199  -0.362
O: 2.51672 2.22295 2.91817  -0.211
O: 0.67834 3.89883 4.10441  -0.171
H: 5.52827 0.31173 4.14406  0.116
H: 5.52943 4.49872 1.94312  0.034
H: 3.94871 5.45911 5.51216  -0.018
H: 3.46267 1.94638 2.80419  0.063
H: 0.41579 3.68700 3.15612  0.092
C: -2.56254 4.06985 -1.63998  -0.062
C: -2.95521 2.63214 -1.35622  -0.203
O: -1.80205 1.77890 -1.32415  0.026
C: -1.05400 1.85224 -0.20651  -0.566
O: -1.27371 2.55882 0.75459  0.107
O: 0.00083 1.02414 -0.34918  0.000
C: 0.92798 1.08685 0.72970  -0.068
H: -1.96541 4.13240 -2.55432  0.085
H: -3.44973 4.69792 -1.75068  0.086
H: -1.95067 4.48201 -0.83324  0.071
H: -3.59438 2.26668 -2.16391  0.119
H: -3.52706 2.54355 -0.42763  0.130
H: 0.43269 0.92652 1.69048  0.096
H: 1.44447 2.04983 0.71814  0.078
H: 1.66635 0.29579 0.58699  0.096
C: 4.79124 -5.22089 2.96412  -0.065
C: 6.23290 -4.74797 2.97339  -0.210
O: 6.59163 -4.15831 1.71614  0.039
C: 6.12923 -2.91429 1.50393  -0.576
O: 5.45512 -2.26172 2.27373  0.085
O: 6.52090 -2.52600 0.27581  0.010
C: 6.00883 -1.25510 -0.11737  -0.050
H: 4.61124 -5.88998 2.11792  0.086
H: 4.55136 -5.74726 3.89115  0.084
H: 4.09784 -4.38246 2.85817  0.072
H: 6.89392 -5.60638 3.11679  0.127
H: 6.42611 -4.05150 3.79506  0.122
H: 6.23758 -0.48644 0.62551  0.083
H: 4.93010 -1.32392 -0.28115  0.098
H: 6.48533 -0.97713 -1.05868  0.098
C: -0.58847 -2.52977 -1.56901  -0.063
C: -0.92323 -1.66068 -2.76642  -0.210
O: 0.22819 -1.46034 -3.59611  0.029
C: 0.56911 -2.50220 -4.37878  -0.579
O: -0.00797 -3.56455 -4.44202  0.120
O: 1.68078 -2.16759 -5.06121  -0.005
C: 2.20728 -3.22773 -5.85795  -0.047
H: 0.26164 -2.11571 -1.01868  0.072
H: -1.44545 -2.60615 -0.89505  0.083
H: -0.30491 -3.53981 -1.87618  0.076
H: -1.23632 -0.67260 -2.41903  0.106
H: -1.75179 -2.07497 -3.34906  0.127
H: 1.44729 -3.63806 -6.52721  0.099
H: 2.61492 -4.01008 -5.21247  0.099
H: 3.01799 -2.82160 -6.46494  0.094
C: -8.96712 0.84009 1.26360  -0.069
C: -9.30132 1.70942 0.06584  -0.214
O: -8.14983 1.91045 -0.76407  0.026
C: -7.80848 0.86939 -1.54666  -0.579
O: -8.38434 -0.19331 -1.61026  0.122
O: -6.69641 1.20502 -2.22910  -0.012
C: -6.16910 0.14538 -3.02545  -0.050
H: -8.11739 1.25391 1.81436  0.081
H: -9.82442 0.76382 1.93692  0.082
H: -8.68373 -0.16973 0.95570  0.075
H: -9.61417 2.69770 0.41252  0.123
H: -10.12938 1.29527 -0.51734  0.126
H: -6.92821 -0.26606 -3.69500  0.099
H: -5.76107 -0.63632 -2.37925  0.100
H: -5.35797 0.55073 -3.63278  0.088

Atomic forces in eV per Å
C -0.75 7.06 -1.79
C -0.86 -6.52 -0.22
S 0.86 -2.97 1.43
P -0.56 2.13 -1.00
P -2.96 -5.36 4.94
O 0.26 2.56 -4.61
O 0.52 2.72 1.49
O 3.97 -1.34 -2.58
H 1.04 2.37 0.22
H -0.46 -0.48 1.34
H 0.24 -1.10 -0.84
H -0.95 0.26 0.40
H -0.32 0.51 1.20
C 0.31 0.13 0.09
C -0.61 0.60 -0.08
O 0.66 -0.34 0.83
C -0.28 0.21 -0.45
O 0.30 -0.46 -0.43
O -0.51 0.26 0.06
C 0.20 -0.07 0.17
H -0.19 -0.05 -0.01
H 0.06 -0.12 -0.02
H -0.17 -0.07 0.00
H 0.29 -0.21 0.10
H 0.25 -0.03 -0.04
H 0.02 0.14 -0.15
H -0.18 -0.08 0.06
H -0.22 0.02 -0.21
C -0.25 0.16 -0.18
C -0.31 -0.42 0.59
O -0.06 0.97 -0.25
C 0.05 -0.65 -0.06
O 0.44 -0.04 -0.34
O -0.13 -0.05 0.64
C -0.11 0.31 -0.28
H 0.12 -0.05 0.16
H 0.08 0.02 -0.09
H 0.12 -0.05 0.11
H 0.07 0.23 -0.30
H -0.07 0.06 -0.23
H -0.10 -0.16 0.01
H 0.10 0.08 0.14
H 0.05 -0.29 0.14
C 0.21 -0.29 -0.01
C -0.46 -0.08 0.47
O 0.22 -0.25 -0.55
C -0.08 -0.16 0.21
O 0.38 0.76 -0.03
O -0.52 0.01 0.30
C 0.25 -0.33 -0.34
H -0.16 0.12 -0.01
H 0.06 0.06 -0.06
H -0.15 0.11 -0.03
H 0.30 0.01 -0.23
H 0.26 -0.10 -0.03
H 0.05 0.00 0.23
H -0.18 0.00 -0.11
H -0.15 0.19 0.22
C 0.23 -0.27 -0.01
C -0.47 -0.16 0.49
O 0.27 -0.28 -0.61
C -0.21 -0.13 0.34
O 0.42 0.76 -0.07
O -0.41 0.02 0.23
C 0.22 -0.32 -0.30
H -0.17 0.10 0.00
H 0.07 0.06 -0.07
H -0.15 0.11 -0.04
H 0.28 0.00 -0.25
H 0.25 -0.06 -0.03
H 0.05 0.00 0.23
H -0.18 -0.01 -0.11
H -0.15 0.20 0.19

Values from the calculation:
LUMO = -5.55 eV
Kohn-Sham gap = 6.5 eV
Net charge = +1



# 2
Density functional theory data (ωB97M-V with the def2-TZVPD basis set) for C18H38AgFN2O2 as an isolated structure at a distorted geometry.

Each line ends with the Löwdin spin population.
Element x y z (Å)
Ag: -2.96745 3.20277 2.29952  0.000
F: -2.05714 1.42582 1.52771  0.010
C: -2.45761 -2.24230 0.04094  0.019
C: -1.68541 -2.78959 1.25309  0.047
C: -0.42511 -3.47240 0.74313  0.003
C: 0.54924 -3.76056 1.88393  0.000
C: 0.97091 -2.47640 2.54980  0.000
C: -0.17516 -1.59577 3.02806  0.041
N: -1.32017 -1.66506 2.07887  0.586
O: -2.33752 -0.91617 2.40601  0.172
C: -0.68695 -2.05213 4.37360  0.034
C: 0.30503 -0.14116 3.07136  0.013
C: -2.59177 -3.77309 2.00512  0.040
H: -2.58418 -3.06158 -0.66760  0.001
H: -1.79876 -1.56594 -0.52214  0.000
H: -3.38458 -1.74790 0.29317  0.000
H: -0.72591 -4.40122 0.26142  0.000
H: 0.10056 -2.85221 0.01271  0.000
H: 1.40115 -4.34453 1.53152  0.000
H: 0.08201 -4.46648 2.58598  0.000
H: 1.61612 -1.95893 1.84009  0.000
H: 1.60064 -2.73166 3.40177  0.000
H: 0.15160 -2.23297 5.04797  0.005
H: -1.39306 -1.34665 4.80268  0.002
H: -1.16855 -3.03440 4.34236  0.000
H: 0.97519 -0.00436 3.92152  0.001
H: 0.88867 0.08793 2.19105  0.000
H: -0.50919 0.57227 3.15826  0.000
H: -2.06799 -4.24817 2.83602  0.000
H: -2.84743 -4.56663 1.30913  0.004
H: -3.47308 -3.28209 2.40840  0.001
H: -2.12888 0.02287 2.02539  0.019
C: 1.14453 0.46075 -3.58490  0.000
C: 1.51211 0.95980 -2.18780  0.000
C: 2.80918 1.77305 -2.24169  0.000
C: 2.68767 3.14800 -2.86600  0.000
C: 1.60145 3.93829 -2.16321  0.000
C: 0.27598 3.17624 -2.12731  0.000
N: 0.48960 1.82988 -1.62592  0.000
O: -0.72634 1.14034 -1.40552  0.000
C: -0.61732 3.92772 -1.13018  0.000
C: -0.41905 3.26008 -3.49557  0.000
C: 1.75998 -0.19317 -1.24470  0.000
H: 1.97146 -0.12656 -4.00658  0.000
H: 0.94739 1.25477 -4.29590  0.000
H: 0.26986 -0.19707 -3.57932  0.000
H: 3.12201 1.96307 -1.20118  0.000
H: 3.61137 1.17687 -2.68329  0.000
H: 2.46946 3.08890 -3.94232  0.000
H: 3.59547 3.75675 -2.83738  0.000
H: 1.39484 4.85450 -2.71429  0.000
H: 1.91329 4.12409 -1.13394  0.000
H: -1.60528 3.47921 -1.00204  0.000
H: -0.15705 3.96689 -0.13061  0.000
H: -0.71690 4.97956 -1.40816  0.000
H: -0.83946 4.26094 -3.64145  0.000
H: 0.28549 3.20924 -4.33148  0.000
H: -1.17463 2.48302 -3.57828  0.000
H: 0.83758 -0.74006 -1.01724  0.000
H: 2.16632 0.15523 -0.29900  0.000
H: 2.43694 -0.91310 -1.71521  0.000
H: -0.90119 1.22149 -0.45038  0.000

Atomic forces in eV per Å
Ag 0.20 -0.29 -0.26
F -0.06 -0.32 0.26
C 1.00 0.10 -0.59
C -0.37 -0.44 -1.31
C 0.71 -0.29 0.53
C -0.66 -1.11 0.01
C 0.59 -0.59 -0.23
C 0.74 0.52 -0.56
N 0.34 -0.63 0.83
O -0.28 0.91 -0.45
C -0.38 -0.81 0.76
C 0.09 -0.01 0.33
C 0.42 -0.09 0.59
H -0.45 -0.12 0.25
H -0.24 0.25 0.28
H -0.20 -0.09 -0.01
H 0.00 0.04 -0.14
H -0.25 0.07 -0.13
H 0.16 0.37 -0.16
H -0.06 0.31 0.09
H -0.10 0.34 -0.01
H 0.00 0.27 0.12
H 0.06 0.50 -0.02
H 0.05 0.06 0.07
H -0.11 0.19 -0.25
H -0.10 -0.13 0.07
H -0.02 0.13 -0.37
H 0.00 0.02 0.10
H -0.02 0.03 -0.04
H -0.27 0.07 -0.08
H -0.14 0.00 -0.18
H -0.48 0.79 0.26
C 0.21 -0.79 -0.42
C -0.10 0.51 -0.73
C 0.69 0.51 0.75
C -0.18 0.37 -0.94
C -0.18 -0.72 -0.26
C -0.76 0.63 -0.09
N 0.55 0.28 1.53
O -0.34 -0.13 -0.11
C 0.08 0.16 0.86
C 0.39 0.41 -0.42
C -0.39 -0.82 0.05
H -0.10 0.05 0.14
H 0.01 0.15 0.09
H 0.01 0.13 0.17
H -0.08 -0.23 -0.11
H -0.16 -0.02 -0.16
H -0.11 -0.15 0.16
H 0.24 -0.45 0.24
H 0.18 0.30 0.30
H 0.02 0.29 -0.01
H -0.02 0.04 -0.30
H 0.10 -0.30 -0.16
H -0.15 -0.14 -0.29
H -0.37 -0.22 0.28
H -0.03 -0.45 0.14
H -0.14 0.11 -0.16
H 0.01 0.12 -0.17
H 0.20 0.08 0.07
H 0.10 0.14 0.18
H 0.14 0.09 -0.38

Values from the calculation:
LUMO (spin up / spin down) = -4.82 / -5.10 eV
Energy above the lowest of the compared OMol25 structures with the same formula, charge and spin = 0.000 eV
Kohn-Sham gap (spin up / spin down) = 5.5 / 5.2 eV
Multiplicity = 2
Net charge = +1
⟨S²⟩ = 0.75



no.,total energy (hartree)
1,-2917.1898
2,-1215.1151